C19H25F6N3O7PtS2 | the ωB97M-V functional and the def2-TZVPD basis

Cartesian coordinates (Å):
1 Pt -0.320820 0.648754 -0.087791
2 C 2.271095 1.089858 3.102078
3 C 1.795638 1.164009 1.681105
4 O 1.057351 0.211831 1.322352
5 C 2.229690 2.226978 0.806997
6 C 3.070382 3.235833 1.328424
7 C 3.618346 4.206382 0.535176
8 C 3.342027 4.187200 -0.840717
9 C 2.532463 3.229114 -1.389983
10 C 1.928710 2.230390 -0.592554
11 O 1.180779 1.351860 -1.197836
12 H 1.806414 0.232914 3.581287
13 H 1.972595 1.998989 3.625715
14 H 3.356647 1.006822 3.158916
15 H 3.290075 3.241993 2.387082
16 H 4.253123 4.971158 0.959496
17 H 3.768053 4.949660 -1.481670
18 H 2.307977 3.216748 -2.447913
19 F -3.539471 0.220315 4.172893
20 C -2.372640 0.743304 3.831016
21 F -2.096897 1.754582 4.651269
22 F -1.421361 -0.183266 3.967613
23 S -2.394130 1.394518 2.085547
24 O -1.345701 2.368216 2.095792
25 O -3.738243 1.776398 1.802446
26 N -1.874679 0.101671 1.214879
27 S -2.977063 -1.005980 0.753749
28 O -4.048377 -1.098265 1.691647
29 O -3.250067 -0.946414 -0.650229
30 C -1.967396 -2.571062 1.001218
31 F -2.052627 -3.329996 -0.086790
32 F -2.469226 -3.245698 2.031830
33 F -0.688089 -2.318674 1.254310
34 C -4.199231 2.293241 -1.906286
35 N -3.445985 1.345240 -2.719552
36 C -4.180149 0.762977 -3.829417
37 C -2.260322 0.896144 -2.322749
38 C -1.573658 -0.188798 -3.087167
39 O -1.735045 1.433013 -1.311326
40 H -5.195968 1.887950 -1.729282
41 H -4.287867 3.246558 -2.429373
42 H -3.706133 2.444633 -0.953194
43 H -4.742848 1.550655 -4.329071
44 H -4.880085 0.007236 -3.465100
45 H -3.511456 0.309134 -4.552419
46 H -2.173351 -1.098622 -3.058283
47 H -0.610296 -0.395403 -2.632005
48 H -1.430261 0.109361 -4.126336
49 C 3.944451 -2.863698 -0.708496
50 C 2.576048 -3.346680 -0.211413
51 C 2.365350 -4.823729 -0.559083
52 C 2.453831 -3.126208 1.301982
53 C 1.538437 -2.545801 -0.887187
54 N 0.724534 -1.905199 -1.382920
55 H 4.729257 -3.428525 -0.203291
56 H 4.083705 -1.804064 -0.493050
57 H 4.045986 -3.012725 -1.783488
58 H 3.126066 -5.422297 -0.055530
59 H 2.448927 -4.990105 -1.633066
60 H 1.383626 -5.164478 -0.230312
61 H 3.295048 -3.612090 1.799244
62 H 1.529314 -3.554063 1.686526
63 H 2.463501 -2.063802 1.544291

Forces on the atoms, in the same order (eV/Å):
-0.109 0.125 0.057
0.078 -0.051 -0.019
0.235 -0.147 -0.188
-0.357 0.197 0.220
-0.135 0.025 -0.002
0.023 0.060 -0.009
0.002 -0.018 0.051
-0.019 0.001 -0.048
0.072 0.001 -0.008
0.186 -0.197 0.052
-0.212 0.196 0.008
0.002 -0.008 -0.005
-0.009 -0.024 0.023
0.000 0.026 -0.002
-0.012 0.005 -0.005
-0.005 0.003 -0.002
0.001 -0.002 0.001
0.002 -0.010 0.000
0.043 0.008 0.026
-0.141 -0.121 -0.033
-0.024 0.030 0.023
0.020 0.020 0.012
0.217 -0.009 0.319
-0.004 -0.166 -0.071
0.002 -0.015 -0.097
-0.156 0.491 -0.371
0.133 -0.162 0.182
0.011 0.027 -0.051
0.011 -0.059 0.034
0.007 -0.019 0.009
0.004 0.005 0.000
-0.012 -0.004 -0.005
-0.017 -0.003 0.016
-0.003 -0.019 0.005
0.000 -0.017 -0.013
0.017 0.010 0.011
0.024 0.014 0.020
-0.002 0.013 -0.019
0.043 -0.069 -0.012
-0.001 0.002 0.000
-0.007 0.003 0.007
0.008 -0.001 -0.002
-0.002 0.000 0.000
-0.002 -0.003 -0.006
-0.001 0.000 0.001
0.005 0.009 -0.008
-0.009 -0.010 -0.003
0.013 -0.001 0.000
0.001 0.004 -0.001
0.031 0.066 -0.019
0.011 -0.009 0.006
0.011 -0.015 -0.003
-0.063 0.010 0.077
0.111 -0.209 -0.159
-0.001 -0.005 -0.004
0.003 0.001 0.004
-0.003 0.007 0.000
0.001 0.002 0.002
-0.002 0.001 0.001
-0.001 0.001 -0.005
-0.007 -0.010 -0.002
-0.016 0.019 0.000
0.009 -0.001 0.003

The value obtained for the strongest force on any atom is 0.63 eV/Å. The calculation puts the energy above the lowest of the compared OMol25 structures with the same formula, charge and spin at 0.0 kcal/mol. The spin multiplicity is 1. For the total energy, the calculation gives -80133.22183 eV.

---

C19H25FN2O6S | the ωB97M-V functional and the def2-TZVPD basis

Cartesian coordinates (Å):
1 C 0.234611 1.433574 2.966880
2 H -0.280359 1.710752 3.883028
3 H 1.056767 0.772290 3.228569
4 C -0.713271 0.732218 2.000215
5 H -0.152145 0.368425 1.137465
6 H -1.145512 -0.136510 2.498873
7 C -1.824910 1.664662 1.487417
8 N -2.388134 1.170877 0.234589
9 C -2.325396 1.809137 -0.955602
10 O -2.891502 1.399916 -1.949847
11 C -1.597613 3.158651 -1.047698
12 H -1.599939 3.419285 -2.111327
13 H -2.141253 3.925961 -0.490389
14 O -0.255297 3.210282 -0.563895
15 C 0.539538 2.164801 -0.810571
16 O 0.176770 1.130898 -1.301054
17 C 1.950158 2.451231 -0.330994
18 N 2.644651 1.236807 -0.004940
19 C 3.792513 0.896040 -0.640085
20 O 4.330477 1.634599 -1.440978
21 C 4.369662 -0.438522 -0.294185
22 C 4.115362 -1.167450 0.863358
23 C 4.712368 -2.389397 1.109523
24 C 5.590092 -2.915326 0.178318
25 C 5.870110 -2.210511 -0.981315
26 C 5.270682 -0.987013 -1.206774
27 H 5.483374 -0.416376 -2.097920
28 H 6.558238 -2.614405 -1.707398
29 H 6.055712 -3.870907 0.363451
30 H 4.482501 -2.910167 2.025765
31 F 3.271631 -0.689098 1.813322
32 H 2.167002 0.579240 0.588439
33 H 1.914271 3.141070 0.518734
34 H 2.513951 2.927986 -1.143384
35 C -3.008868 -0.149451 0.265489
36 C -2.380743 -1.157730 -0.680391
37 H -1.367970 -1.437210 -0.414134
38 H -2.441801 -0.847571 -1.717929
39 S -3.499621 -2.558166 -0.385792
40 O -3.693322 -3.373302 -1.550001
41 O -3.078178 -3.222695 0.820608
42 C -4.995493 -1.568135 -0.001060
43 C -4.510659 -0.132660 -0.072954
44 H -4.632151 0.264681 -1.080383
45 H -5.051508 0.511620 0.621811
46 H -5.763580 -1.806763 -0.727599
47 H -5.310901 -1.862607 0.995651
48 H -2.891877 -0.542748 1.277617
49 H -1.378176 2.639555 1.287153
50 C -2.931717 1.874510 2.522702
51 H -3.366411 0.931701 2.843169
52 H -2.523122 2.374414 3.396169
53 H -3.719694 2.498951 2.107812
54 H 0.648269 2.335748 2.521457

Forces on the atoms, in the same order (eV/Å):
-0.151 -0.183 -0.075
0.017 0.079 0.129
0.107 -0.007 0.096
0.065 0.306 -0.027
-0.032 -0.080 -0.022
-0.051 -0.090 -0.061
-0.004 -0.021 0.224
-0.098 -0.226 0.028
0.084 0.382 0.152
-0.078 0.039 -0.340
-0.200 -0.076 -0.400
-0.045 -0.096 0.229
0.082 -0.089 -0.042
0.054 0.310 0.133
0.370 -0.244 0.092
0.008 0.095 -0.123
0.142 0.056 -0.054
-0.435 0.180 0.107
-0.102 0.042 0.213
0.124 0.005 -0.192
0.111 -0.189 0.094
0.162 -0.098 -0.180
-0.103 0.077 0.079
-0.063 0.094 0.028
0.035 0.002 -0.071
-0.062 0.006 0.085
0.009 0.056 -0.048
0.054 -0.029 -0.070
0.035 -0.085 0.025
-0.037 -0.027 0.094
0.015 -0.032 -0.088
0.216 -0.078 -0.034
-0.014 -0.036 -0.147
-0.185 0.024 0.151
-0.210 0.482 -0.092
-0.523 -0.525 0.170
0.051 -0.202 0.055
-0.060 0.002 -0.060
-0.028 -0.255 -0.081
-0.089 0.208 -0.399
0.112 0.208 0.403
0.556 -0.285 -0.186
-0.014 0.345 0.104
0.004 -0.017 0.123
-0.009 -0.011 -0.008
-0.025 -0.093 -0.073
0.045 -0.112 0.054
0.026 0.112 -0.006
-0.035 -0.120 -0.014
0.239 0.099 -0.156
-0.068 -0.138 0.051
-0.006 0.028 0.159
-0.076 0.069 0.001
0.079 0.140 -0.028

The value obtained for the strongest force on any atom is 0.76 eV/Å. Its structure (SMILES) is CC[C@H](C)N(C(=O)COC(=O)CNC(=O)c1ccccc1F)[C@H]1CCS(=O)(=O)C1. The calculation puts the energy above the lowest of the compared OMol25 structures with the same formula, charge and spin at 2.3 kcal/mol. The spin multiplicity is 1. For the total energy, the calculation gives -48927.48686 eV.

---

C19H25INO18 | the ωB97M-V functional and the def2-TZVPD basis

Cartesian coordinates (Å):
1 O -6.211316 4.208789 2.373594
2 C -4.968578 4.480526 2.173874
3 O -4.547227 5.754781 2.479479
4 C -3.944240 3.405438 1.544458
5 N -3.162459 2.801606 2.656150
6 C -1.938925 2.106895 2.200082
7 C -0.735295 3.073411 1.759577
8 O -0.239542 3.057164 0.607799
9 I 0.137227 4.449610 3.198616
10 H -4.607368 2.617375 1.025165
11 H -3.302448 3.974944 0.779640
12 H -2.989635 3.457223 3.427483
13 H -2.121408 1.350123 1.372082
14 H -1.553351 1.499942 3.104146
15 C 0.399674 -0.633349 -0.641861
16 C 0.996378 -1.960486 -0.292851
17 O 1.148516 -1.884322 1.119735
18 C 0.251747 -0.963038 1.568733
19 O -0.000617 -0.774464 2.725706
20 O -0.320851 -0.286535 0.536995
21 H -0.267822 -0.689450 -1.501555
22 H 1.154015 0.128074 -0.829481
23 H 0.332641 -2.792189 -0.530635
24 H 1.958060 -2.124940 -0.779034
25 C -3.494540 -3.903435 -2.542894
26 C -3.073039 -3.209658 -1.283232
27 O -1.667737 -3.429348 -1.252272
28 C -1.270174 -3.655221 -2.532603
29 O -0.125293 -3.710000 -2.884037
30 O -2.336216 -3.809025 -3.362393
31 H -4.348305 -3.420450 -3.019752
32 H -3.728324 -4.959850 -2.381606
33 H -3.261983 -2.132948 -1.314064
34 H -3.551412 -3.627522 -0.396665
35 C -0.322712 6.588132 8.310021
36 C -1.149473 5.502918 7.688816
37 O -0.956484 5.710879 6.297944
38 C 0.220836 6.372204 6.149900
39 O 0.763363 6.557304 5.098343
40 O 0.704211 6.796394 7.350375
41 H 0.098739 6.293307 9.272251
42 H -0.881785 7.519704 8.437394
43 H -0.792075 4.502421 7.949869
44 H -2.205554 5.581126 7.950461
45 C 5.179666 -0.476940 -2.704600
46 C 4.850788 0.171009 -4.015663
47 O 3.467314 -0.112560 -4.174243
48 C 2.958031 -0.330651 -2.931914
49 O 1.790153 -0.431599 -2.687866
50 O 3.945941 -0.418704 -2.001325
51 H 5.962134 0.054119 -2.160952
52 H 5.473448 -1.524571 -2.816938
53 H 4.989180 1.255843 -3.993171
54 H 5.429760 -0.242882 -4.842384
55 C 1.380666 -6.095853 -5.578527
56 C 1.793911 -5.403880 -4.315622
57 O 3.200587 -5.618140 -4.278641
58 C 3.605686 -5.839789 -5.557796
59 O 4.750883 -5.890497 -5.904885
60 O 2.541844 -5.995152 -6.393222
61 H 0.526698 -5.614747 -6.057246
62 H 1.150167 -7.153849 -5.421086
63 H 1.600491 -4.329677 -4.345006
64 H 1.313432 -5.825540 -3.432662

Forces on the atoms, in the same order (eV/Å):
3.113 -0.934 -0.969
-1.990 4.801 1.597
0.021 -5.238 -1.440
-1.161 1.095 0.089
0.607 -0.453 -1.327
0.450 -0.111 1.637
1.050 -1.100 -4.213
-1.894 0.055 4.248
-0.626 -0.604 -0.449
1.240 1.031 0.785
-0.760 -0.859 1.006
-0.018 -0.188 -0.702
0.120 1.317 0.843
-0.279 0.931 -1.427
-0.198 0.574 -0.342
0.380 -0.648 -0.565
-0.354 0.472 0.397
-0.285 0.284 0.739
0.196 -0.188 -0.761
0.127 -0.671 0.788
-0.033 0.158 0.218
-0.303 -0.032 0.300
0.159 0.128 0.103
-0.035 0.030 0.243
-0.801 -0.237 -0.196
-0.612 0.405 0.669
0.137 -0.287 -0.751
0.650 0.058 -0.170
-0.869 0.011 0.252
0.598 0.085 0.303
0.208 -0.033 -0.111
0.051 0.051 -0.005
0.050 -0.073 -0.002
0.251 0.043 -0.007
-0.009 0.309 0.726
-0.595 -0.508 0.290
0.580 0.418 0.031
0.171 0.030 -0.991
-0.175 0.108 1.068
-0.081 -0.160 -0.370
0.143 0.079 -0.162
0.011 -0.054 -0.045
0.012 0.059 -0.029
0.061 -0.022 -0.249
0.785 -0.227 0.325
0.520 0.340 -0.586
-0.230 -0.155 0.540
-0.868 -0.036 0.009
1.376 -0.056 -1.041
-0.497 0.062 -0.369
-0.217 -0.045 0.108
-0.053 0.053 -0.012
-0.037 -0.063 0.031
-0.238 0.001 -0.007
-0.737 -0.241 -0.209
-0.495 0.408 0.577
0.301 -0.273 -0.679
0.906 -0.003 -0.135
-0.797 0.037 0.201
0.480 0.092 0.288
0.195 -0.024 -0.095
0.049 0.037 -0.013
0.013 -0.156 0.026
0.234 0.112 -0.010

The value obtained for the strongest force on any atom is 5.44 eV/Å. Its net charge is -1. The spin multiplicity is 1. For the total energy, the calculation gives -66554.10959 eV.

---

C19H25N3O5 | the ωB97M-V functional and the def2-TZVPD basis

Cartesian coordinates (Å):
1 C 3.518678 -1.551340 2.070610
2 C 4.951021 -1.048113 2.243917
3 O 5.745340 -1.101183 1.078821
4 C 5.393274 -0.200806 0.050455
5 C 4.652938 -0.897851 -1.099100
6 C 4.096885 0.111168 -2.111057
7 N 3.109832 0.981755 -1.522713
8 C 1.864018 0.629342 -1.161888
9 C 1.303436 -0.612036 -1.539708
10 C 0.026098 -0.969100 -1.201900
11 C -0.780924 -0.096669 -0.461616
12 C -0.280252 1.124882 -0.080136
13 C 1.026049 1.499488 -0.411896
14 N 1.447167 2.774079 0.041250
15 O 0.637866 3.490221 0.596524
16 O 2.616674 3.115317 -0.136997
17 H -0.873481 1.816493 0.497474
18 N -2.101405 -0.467579 -0.113220
19 C -2.998898 -1.016579 -1.014460
20 O -2.748155 -1.278380 -2.160341
21 C -4.328174 -1.191197 -0.304809
22 C -5.381590 -0.308358 -0.984803
23 C -5.049589 1.167530 -0.781666
24 C -4.948634 1.547073 0.708223
25 C -4.996501 0.330723 1.633180
26 H -6.012636 -0.062215 1.690871
27 H -4.692720 0.627390 2.638057
28 C -4.061966 -0.778717 1.143849
29 C -2.622964 -0.300399 1.162048
30 O -2.010117 0.130009 2.100078
31 H -4.136625 -1.628452 1.829410
32 H -4.016984 2.086927 0.885217
33 H -5.764018 2.218116 0.981429
34 H -5.813820 1.772690 -1.270702
35 H -4.103824 1.380253 -1.284931
36 H -5.394315 -0.539537 -2.051252
37 H -6.367486 -0.535248 -0.577310
38 H -4.631393 -2.238147 -0.392683
39 H -0.367387 -1.923587 -1.512317
40 H 1.899424 -1.299902 -2.114975
41 H 3.426747 1.876087 -1.158148
42 H 3.666622 -0.418677 -2.965821
43 H 4.905712 0.744613 -2.480076
44 H 5.340212 -1.578154 -1.602348
45 H 3.835617 -1.490640 -0.688513
46 H 4.783718 0.616484 0.454749
47 H 6.329375 0.226080 -0.329148
48 H 4.932348 -0.020405 2.637152
49 H 5.479909 -1.683894 2.958458
50 H 3.035488 -1.595267 3.042921
51 H 2.938535 -0.886266 1.434053
52 H 3.520862 -2.548021 1.635791

Forces on the atoms, in the same order (eV/Å):
0.410 0.128 -0.072
-0.192 -0.053 0.214
0.106 -0.119 -0.195
-0.093 -0.124 -0.185
0.130 0.283 0.138
0.048 -0.501 0.118
0.423 0.576 0.006
-0.159 0.309 0.140
0.077 0.011 0.007
-0.055 0.199 0.168
0.423 0.160 -0.138
0.025 -0.066 -0.062
-0.528 -1.202 -0.326
0.138 0.706 0.278
0.007 0.131 0.066
0.085 0.157 0.040
-0.013 -0.028 -0.017
0.354 0.137 -0.069
-0.360 -0.132 0.102
0.025 -0.012 -0.190
-0.259 -0.139 -0.169
0.172 0.083 -0.137
-0.155 -0.051 -0.046
-0.075 -0.034 0.070
0.182 0.091 0.026
0.002 -0.033 0.050
-0.078 -0.062 0.022
-0.210 0.040 0.294
-0.259 -0.346 0.139
0.033 0.164 0.169
0.113 0.047 -0.079
-0.012 0.082 0.053
0.074 0.065 0.014
0.092 0.034 -0.060
-0.014 0.065 -0.077
-0.076 -0.057 0.037
-0.023 -0.060 -0.018
0.122 0.057 0.012
-0.010 -0.080 -0.041
0.088 -0.065 -0.055
-0.218 -0.335 -0.118
0.114 0.093 -0.031
-0.077 -0.017 -0.084
0.001 -0.084 -0.011
-0.011 -0.053 0.004
0.024 0.006 -0.007
-0.116 0.052 0.012
0.057 -0.098 -0.003
-0.079 0.128 0.026
-0.101 0.007 0.104
-0.113 0.046 -0.076
-0.036 -0.105 -0.044

The value obtained for the strongest force on any atom is 1.35 eV/Å. Its structure (SMILES) is CCOCCCNc1ccc(N2C(=O)[C@H]3CCCC[C@H]3C2=O)cc1[N+](=O)[O-]. The calculation puts the energy above the lowest of the compared OMol25 structures with the same formula, charge and spin at 103.4 kcal/mol. The spin multiplicity is 1. For the total energy, the calculation gives -34815.12766 eV.

---

Computed values of orbital gap (unit: eV) for the preceding records, in sequence: 7.7 10.1 5.2 7.8.